Entry from the Open Molecules 2025 dataset: a molecular structure, C2H6NP at a distorted geometry (ωB97M-V/def2-TZVPD).

Geometry as ORCA input:
```
! RIJCOSX wB97M-V def2-TZVPD def2/J DEFGRID3
* xyz 0 1
C 0.311 0.115 -0.105
C 0.300 -0.946 -1.065
N 1.292 0.747 0.278
P -1.901 0.629 0.826
H -0.241 -1.741 -0.694
H 1.423 -1.297 -1.139
H -0.033 -0.646 -2.065
H 1.472 1.432 0.919
H -1.356 1.846 1.282
H -1.267 -0.139 1.765
*
```

## Properties
- LUMO: 0.0201 Ha
- Kohn-Sham gap: 8.60 eV
- Energy relative to the best compared isomer or geometry (same formula, charge and spin): 142.3 kJ/mol

Entry from the Open Molecules 2025 dataset: 2 unconnected molecules or ions with the total composition C2H6NP at a distorted geometry (ωB97M-V/def2-TZVPD).

Geometry as ORCA input:
```
! RIJCOSX wB97M-V def2-TZVPD def2/J DEFGRID3
* xyz 0 1
C 1.088 0.141 0.673
N 1.909 -0.832 0.549
C 1.803 0.153 -0.582
H 0.621 0.747 1.443
H 1.493 -0.062 -1.643
H 2.505 1.011 -0.484
P -2.745 0.174 0.116
H -1.981 -0.351 1.134
H -3.061 -1.160 -0.359
H -1.631 0.178 -0.847
*
```

## Properties
- LUMO: 0.0342 Ha
- Kohn-Sham gap: 10.88 eV
- Energy relative to the best compared isomer or geometry (same formula, charge and spin): 225.1 kJ/mol
- Structure (SMILES): C1=NC1.P

| no. | HOMO energy (eV) |
| --- | --- |
| 1 | -8.057 |
| 2 | -9.954 |